[1]
{"formula": "C31H55N3O7", "method": "the ωB97M-V functional and the def2-TZVPD basis", "energy_ev": -51834.4552, "de_lowest_kj_mol": 0.0, "smiles": "CCCCN[C@](C#N)(CCc1ccccc1)[C@H](C#N)CCCO.COCCOCCOC.COCCOCCOC", "lumo_energy_ha": 0.011, "species": ["O", "O", "O", "O", "O", "O", "O", "N", "N", "N", "C", "C", "C", "C", "C", "C", "C", "C", "C", "C", "C", "C", "C", "C", "C", "C", "C", "C", "C", "C", "C", "C", "C", "C", "C", "C", "C", "C", "C", "C", "C", "H", "H", "H", "H", "H", "H", "H", "H", "H", "H", "H", "H", "H", "H", "H", "H", "H", "H", "H", "H", "H", "H", "H", "H", "H", "H", "H", "H", "H", "H", "H", "H", "H", "H", "H", "H", "H", "H", "H", "H", "H", "H", "H", "H", "H", "H", "H", "H", "H", "H", "H", "H", "H", "H", "H"], "xyz": [[6.85939, -2.08434, 1.32003], [3.14274, 4.44137, 3.41367], [5.38076, -4.24380, -0.26127], [5.89542, 3.03602, 2.61405], [5.85122, -4.79236, 2.71013], [-5.16503, -2.26183, 1.62808], [3.44990, 2.91466, 0.78508], [-3.94030, -2.86680, -4.78454], [-7.58443, -3.58703, -3.92863], [-4.11077, -0.66093, -2.17492], [-5.86123, 0.08038, -3.90530], [-5.87397, 2.76820, 0.06154], [-7.08680, -1.13962, -1.29670], [5.85714, 3.28741, 1.21401], [5.77493, -1.89751, 0.41630], [-2.73757, -0.68556, -2.71970], [-7.67406, 3.77277, -1.51838], [-5.82476, 2.24718, -2.43211], [0.72905, 0.57153, -1.08341], [2.58781, 5.73819, 3.49259], [8.05901, -1.49140, 0.86530], [6.65712, 1.89193, 2.94269], [2.24403, 3.48357, 2.86861], [-6.17220, -2.00072, -2.26809], [-7.05381, -1.60296, 0.20834], [-1.81100, 0.04409, -1.63180], [2.99517, 2.44112, 2.05402], [-4.58135, -2.08917, -4.23394], [-7.02406, 3.09263, -2.67246], [-0.29622, -0.18061, -2.03645], [-5.80394, -1.10180, 1.02753], [4.51371, 3.86545, 0.79953], [-5.23027, 2.09571, -1.07967], [4.85127, -3.10514, 0.41414], [-5.20820, 1.51177, -3.69109], [4.83233, -5.22681, 3.58689], [6.46417, -4.92562, 0.36937], [-7.05221, -2.86532, -3.21329], [6.07210, -5.68719, 1.62645], [-5.13721, -1.10967, -3.12375], [-7.07893, 3.56376, -0.18929], [-5.45719, 2.64186, 1.09369], [-6.75411, -0.06925, -1.36094], [3.80955, 1.99455, 2.62210], [-7.43667, 3.22048, -3.70023], [-2.61114, -0.09125, -3.66495], [3.95364, -2.83059, -0.14691], [1.49251, -0.18996, -0.74319], [4.24927, 4.74122, 1.39245], [1.74125, 2.99189, 3.71070], [-1.96758, -0.54581, -0.67322], [6.48749, 1.66396, 3.99650], [-8.14561, -1.17190, -1.68837], [6.65008, 4.01267, 0.99230], [-7.19408, -2.71665, 0.32461], [-5.52791, -2.70915, -1.67307], [-4.31891, 1.48910, -0.87923], [-6.96343, 0.13123, -3.65781], [5.17407, -6.08921, 4.16876], [2.29474, 1.63217, 1.82560], [-8.58253, 4.41042, -1.64621], [7.99220, -0.40043, 0.92474], [1.29336, 1.36710, -1.64373], [8.28880, -1.80279, -0.15861], [1.49017, 3.96567, 2.23739], [6.89284, -6.35474, 1.91625], [5.21817, -1.01410, 0.75472], [8.87056, -1.83112, 1.51153], [0.26275, 0.97326, -0.14136], [-5.50100, 2.12092, -4.59930], [4.60763, 4.20663, -0.23510], [-6.15609, -0.47367, 1.90452], [-4.16077, -1.15147, -1.28141], [1.82693, 5.77857, 4.27910], [6.80810, -5.65841, -0.36614], [-2.09848, 1.11661, -1.47766], [-5.82741, -0.15891, -5.01186], [-4.62582, -1.97066, 2.38583], [7.72338, 2.08561, 2.78940], [-7.96308, -1.14176, 0.70244], [4.60290, -4.40904, 4.27048], [2.15462, 6.04329, 2.53480], [4.52188, -3.36429, 1.42077], [7.30026, -4.25247, 0.55163], [3.38904, 6.43434, 3.74135], [6.13788, -1.71670, -0.60027], [-0.09747, -1.28582, -1.90701], [6.04837, 2.37167, 0.64521], [-0.19173, 0.14066, -3.11329], [5.17988, -6.28889, 1.42470], [-7.57016, 4.04166, 0.70134], [3.91944, -5.48118, 3.03915], [-2.30015, -1.72444, -2.81452], [6.33935, 1.02543, 2.35329], [-4.09030, 1.50929, -3.65234], [-5.08841, -0.45716, 0.44773]], "forces_ev_per_a": [[0.15, -0.15, -0.34], [-0.07, 0.19, -0.37], [0.10, 0.08, 0.20], [-0.16, -0.36, -0.16], [-0.39, 0.02, -0.16], [0.24, 0.64, -0.29], [0.07, 0.03, 0.25], [-0.17, -0.03, -0.49], [-0.32, 0.09, -0.04], [0.17, -0.35, -1.70], [0.24, 0.16, -0.58], [-0.90, -0.05, -2.73], [-0.02, -0.03, -0.09], [-0.07, 0.35, 0.39], [-0.03, -0.09, 0.50], [1.61, 1.08, 1.84], [2.55, -1.96, 0.05], [-0.35, 0.73, 0.68], [0.43, -0.67, -0.31], [0.12, -0.18, 0.20], [-0.11, -0.08, 0.27], [-0.07, 0.24, 0.15], [0.43, -0.12, 0.29], [-0.60, -0.32, -0.68], [-0.57, 0.61, 0.08], [0.21, -1.52, -0.37], [-0.22, 0.04, -0.20], [0.15, 1.05, 2.38], [0.85, -0.16, 3.03], [-0.56, 0.38, 0.78], [-0.52, -0.12, 1.17], [0.03, -0.09, -0.19], [-2.27, 1.70, -0.04], [-0.02, 0.02, -0.18], [-1.04, 0.52, 0.31], [0.29, 0.07, 0.03], [-0.15, -0.20, -0.11], [1.75, 1.04, 1.43], [0.33, 0.36, 0.16], [-1.23, -1.05, -0.68], [0.33, -0.33, -0.72], [-0.54, 0.25, -1.14], [-0.32, -0.91, 0.15], [0.07, 0.20, 0.15], [0.49, -0.20, 0.97], [-0.56, -0.87, 0.68], [0.08, -0.02, -0.09], [-0.66, 0.94, -0.33], [0.13, -0.10, 0.19], [-0.19, -0.13, -0.13], [0.07, 0.96, -0.76], [0.03, 0.11, -0.06], [1.13, 0.03, 0.50], [-0.02, -0.01, -0.27], [0.44, 1.12, -0.19], [-0.77, 0.48, -0.63], [-0.93, 0.54, -0.58], [1.24, -0.05, -0.05], [-0.17, -0.08, 0.03], [-0.03, 0.10, -0.10], [1.00, -0.70, 0.14], [0.11, 0.07, -0.15], [-0.67, -0.60, 0.80], [-0.01, 0.10, -0.06], [0.03, 0.02, -0.04], [-0.02, -0.17, -0.20], [-0.17, 0.02, -0.21], [-0.13, 0.04, 0.04], [0.30, -0.20, -1.09], [0.37, -0.60, 1.00], [-0.01, -0.13, -0.02], [0.21, -0.39, -1.18], [0.12, -0.10, -0.52], [-0.11, 0.14, -0.07], [-0.13, 0.00, 0.00], [0.33, -0.91, -0.22], [0.02, 0.24, 1.24], [-0.35, -0.12, -0.56], [0.07, -0.17, -0.05], [0.95, -0.53, -0.58], [0.11, -0.01, -0.02], [-0.09, 0.01, 0.00], [0.21, 0.09, 0.10], [-0.04, 0.06, 0.24], [0.00, -0.10, 0.05], [0.03, -0.04, -0.02], [-0.26, 1.16, -0.62], [-0.04, -0.05, 0.01], [0.20, -0.51, 1.10], [-0.03, 0.03, -0.01], [0.52, -0.47, -1.08], [-0.02, -0.09, 0.00], [-0.68, 1.00, -0.36], [0.09, -0.05, -0.05], [-1.03, -0.21, 0.07], [-0.60, -0.74, 0.25]]}


[2]
{"formula": "C8H16NO4P", "method": "the ωB97M-V functional and the def2-TZVPD basis", "charge": -2, "energy_ev": -27521.7841, "de_lowest_kj_mol": 184.9, "lumo_energy_ha": [0.207, 0.207], "species": ["P", "O", "O", "O", "O", "N", "C", "C", "C", "C", "C", "C", "C", "C", "H", "H", "H", "H", "H", "H", "H", "H", "H", "H", "H", "H", "H", "H", "H", "H"], "xyz": [[-2.32840, -0.92314, -0.07234], [-2.46328, -1.10727, 1.42032], [-3.46929, -0.13163, -0.66247], [2.48254, 1.19518, -0.20441], [-1.86705, -2.14741, -0.84947], [1.96320, -0.87315, 0.46994], [-1.07361, 0.54385, -0.37753], [1.68564, 0.30108, 0.02106], [-1.19378, 1.59956, 0.68277], [-0.93138, 0.01823, -2.74684], [-1.05961, 1.14285, -1.73785], [-0.17841, 1.60617, 1.73084], [3.24463, -1.08640, 1.08555], [0.91867, -1.85494, 0.70508], [-0.01364, 0.58092, 1.88688], [-1.23139, 0.23370, -3.76377], [0.83521, -2.53685, -0.13946], [-1.53606, 2.61050, 0.29874], [-1.58434, -0.83787, -2.52847], [-2.21012, 1.28077, 1.09423], [-0.12832, 1.84215, -1.58661], [1.09352, -2.50263, 1.69630], [3.16973, -1.74996, 1.93756], [0.74095, 2.18545, 1.40653], [-0.55154, 2.12730, 2.67551], [3.98801, -1.41925, 0.40077], [-0.00468, -0.38747, -2.86326], [-0.05617, -1.30318, 0.65370], [3.72629, -0.17243, 1.45488], [-1.96732, 1.76584, -2.08817]], "forces_ev_per_a": [[-0.01, -0.69, -0.03], [0.64, 0.01, 0.49], [-0.48, 0.51, -0.66], [0.66, 0.34, 0.07], [0.09, 0.23, 0.15], [0.94, -2.43, 2.07], [-0.31, 0.52, 0.61], [-2.80, 2.44, -2.09], [-4.09, 0.52, -0.73], [-2.36, 0.23, -0.96], [1.12, 0.79, -0.69], [0.83, 2.83, 1.46], [0.76, 0.54, 0.63], [-0.80, -0.75, 0.93], [0.80, -1.19, 0.90], [-0.17, 0.90, -0.58], [0.15, -0.30, 0.04], [1.14, -0.61, -0.11], [0.13, 0.38, 0.57], [1.20, 0.24, 0.24], [-1.44, -0.88, -1.24], [-0.43, 1.71, -1.99], [-0.09, -0.39, 0.02], [-0.81, -1.02, 0.35], [0.35, -0.74, -0.87], [0.62, -0.92, -0.78], [3.00, -1.01, 0.20], [0.92, -0.82, 0.67], [-0.67, 0.31, -0.02], [1.14, -0.74, 1.33]]}


[3]
{"formula": "C27H60NO4SSi", "method": "the ωB97M-V functional and the def2-TZVPD basis", "multiplicity": 2, "energy_ev": -57365.6470, "s2": 0.754, "lumo_energy_ha": [0.019, 0.012], "species": ["S", "Si", "O", "O", "O", "O", "N", "C", "C", "C", "C", "C", "C", "C", "C", "C", "C", "C", "C", "C", "C", "C", "C", "C", "C", "C", "C", "C", "C", "C", "C", "C", "C", "C", "H", "H", "H", "H", "H", "H", "H", "H", "H", "H", "H", "H", "H", "H", "H", "H", "H", "H", "H", "H", "H", "H", "H", "H", "H", "H", "H", "H", "H", "H", "H", "H", "H", "H", "H", "H", "H", "H", "H", "H", "H", "H", "H", "H", "H", "H", "H", "H", "H", "H", "H", "H", "H", "H", "H", "H", "H", "H", "H", "H"], "xyz": [[-2.48393, -0.94127, 5.47538], [2.03674, 1.07401, 1.75167], [-2.45953, 0.13513, 6.42839], [-3.76508, -1.52113, 5.17674], [1.22207, 1.01151, 3.20723], [-2.70437, -2.46267, 0.41795], [-2.31593, -1.70977, 1.37264], [4.51706, 1.29665, -3.56629], [-1.43860, -2.18809, 6.17768], [-1.26916, 1.70119, -2.57848], [2.02078, 2.75103, -4.74382], [3.53686, 2.13755, -2.75169], [-1.02692, -0.79732, -2.11407], [-3.36564, -0.77654, 1.85885], [-1.88779, 0.31240, -2.71646], [2.11913, 2.20961, -3.31942], [0.33956, -1.22990, -4.25444], [-0.37521, -2.52347, -4.63413], [1.20851, 0.01908, 0.44094], [0.35336, -0.96176, -2.75080], [-0.91653, 0.94219, 4.34519], [2.51936, 4.18630, -4.88494], [-1.71509, -0.31465, 3.91166], [-0.24415, -2.96285, 1.49160], [-4.67090, -1.52876, 2.19654], [-0.77102, -1.29113, 3.22166], [-0.10865, 1.54414, 3.20969], [-1.39481, -2.36696, 2.32361], [2.11845, 2.86064, 1.19969], [3.76124, 0.42992, 2.02447], [-3.63617, 0.15609, 0.66776], [-2.06861, -3.50762, 3.08020], [-2.84863, 0.14330, 2.98655], [4.10431, -0.16854, -3.68024], [4.84442, -0.74074, -4.24074], [4.63725, 1.72287, -4.56581], [1.51243, 2.83758, -2.65831], [1.66380, 1.21569, -3.28623], [-2.85483, 0.30359, -2.20770], [-5.10637, -1.16107, 3.11889], [0.15158, 0.23591, 0.30342], [-1.64012, 1.67692, 4.68550], [1.95861, 4.85815, -4.23186], [3.14776, -0.28043, -4.19306], [5.50013, 1.35390, -3.09212], [0.95496, -0.06832, -2.55530], [3.93985, 3.14793, -2.63898], [-1.42692, -2.50300, -4.34556], [3.57639, 4.27395, -4.62941], [-0.57816, 1.34388, 2.24510], [-0.49607, -3.94629, 1.11143], [-2.52703, 1.07207, 2.52319], [-1.08084, 1.94062, -1.52824], [0.09004, -3.38165, -4.14489], [-2.09834, 0.11033, -3.77027], [2.55201, 3.47362, 1.98780], [-2.69453, 0.62095, 0.37212], [-0.04215, -2.31230, 0.64186], [3.77467, -0.63407, 2.24936], [-1.57540, -1.74097, -2.16608], [-0.33420, -2.69024, -5.71131], [-0.04047, 2.61969, 3.36901], [0.66073, -3.01871, 2.09324], [-2.96489, -3.22013, 3.61993], [2.40100, 4.54097, -5.90938], [-4.52245, -2.60027, 2.25842], [-0.23991, 0.69767, 5.15812], [-0.11308, -1.79696, 3.92207], [0.97462, 2.70539, -5.05776], [-4.37519, 0.91248, 0.91647], [-0.39226, -1.96832, 5.99606], [-0.32117, 1.77693, -3.11339], [3.47711, 1.72244, -1.73868], [-2.30340, -4.30950, 2.38564], [-3.98155, -0.44153, -0.17113], [-0.12144, -0.38917, -4.78070], [2.57134, 2.10253, -5.43087], [-1.62691, -2.07665, 7.24208], [2.76204, 2.93130, 0.32299], [4.25667, 0.98274, 2.81923], [-5.39689, -1.36493, 1.40318], [4.00979, -0.62349, -2.69132], [4.32258, 0.58454, 1.10229], [-0.89076, -0.59740, -1.04580], [-0.12229, -0.70524, 2.56848], [-1.34220, -3.90572, 3.78641], [0.87021, -1.78593, -2.24763], [1.71883, 0.20591, -0.50537], [-1.93320, 2.46772, -2.98098], [-3.70519, 0.40918, 3.60447], [1.13605, 3.24798, 0.93754], [-1.72294, -3.17795, 5.85071], [1.37323, -1.27749, -4.60728], [1.34233, -1.03534, 0.67984]], "forces_ev_per_a": [[0.03, 0.14, -0.03], [0.27, 0.13, -0.09], [0.03, 0.41, 0.12], [-0.20, -0.39, -0.23], [-0.20, -0.05, -0.20], [0.18, 0.12, -0.24], [-0.59, -0.60, 0.49], [-0.02, -0.09, 0.05], [0.05, 0.03, 0.21], [-0.06, -0.06, -0.13], [0.00, 0.09, 0.03], [0.01, 0.03, 0.02], [-0.09, -0.04, -0.04], [-0.05, 0.60, -0.29], [0.02, 0.06, 0.11], [0.14, 0.01, -0.04], [0.00, -0.07, 0.03], [0.01, 0.07, -0.05], [0.43, 0.32, 0.35], [-0.04, -0.01, 0.03], [-0.28, -0.28, -0.43], [-0.01, -0.06, -0.06], [0.32, 0.14, 0.22], [-0.23, 0.25, -0.13], [-0.01, 0.10, -0.12], [-0.40, -0.37, -0.39], [0.66, -0.07, 0.45], [0.59, 0.02, -0.11], [0.03, -0.37, 0.00], [-0.25, 0.13, -0.05], [0.26, -0.44, -0.13], [0.05, -0.01, 0.03], [-0.25, -0.26, 0.21], [0.05, 0.07, -0.05], [0.00, -0.02, 0.01], [0.00, 0.02, 0.00], [0.04, 0.01, 0.00], [0.25, 0.33, -0.14], [-0.03, -0.01, -0.04], [0.02, -0.10, 0.15], [-0.02, -0.02, 0.03], [0.03, 0.06, 0.26], [0.01, 0.01, 0.02], [0.05, 0.03, 0.03], [0.02, 0.01, -0.02], [-0.21, -0.33, 0.10], [-0.01, 0.00, 0.01], [0.00, 0.00, 0.02], [0.00, 0.00, 0.01], [-0.16, 0.20, -0.13], [0.00, -0.10, -0.04], [0.12, 0.05, -0.02], [0.05, 0.00, 0.02], [-0.02, -0.01, 0.02], [0.02, -0.04, -0.01], [-0.01, 0.12, 0.06], [-0.03, 0.23, -0.05], [-0.07, -0.18, 0.01], [0.03, -0.08, 0.10], [0.01, -0.01, 0.02], [0.00, -0.02, 0.00], [-0.06, 0.14, -0.17], [0.07, -0.14, 0.11], [-0.04, 0.09, 0.09], [0.00, 0.02, 0.00], [0.03, -0.08, 0.15], [0.09, 0.13, 0.16], [0.15, 0.07, 0.14], [-0.02, -0.02, -0.03], [-0.06, 0.08, 0.08], [0.09, 0.00, -0.05], [-0.18, -0.02, 0.06], [0.03, -0.01, 0.02], [-0.19, 0.00, -0.10], [-0.14, 0.03, -0.08], [-0.01, 0.04, 0.00], [-0.01, -0.03, 0.01], [-0.05, -0.06, 0.09], [0.01, 0.10, -0.11], [0.11, -0.03, 0.10], [-0.02, -0.03, -0.10], [-0.04, -0.01, 0.01], [0.11, -0.01, -0.06], [-0.14, -0.10, -0.18], [-0.08, -0.08, 0.15], [0.06, -0.10, 0.10], [0.02, -0.03, 0.00], [-0.03, 0.03, -0.08], [-0.01, 0.02, 0.03], [-0.09, 0.12, -0.02], [-0.08, 0.13, -0.03], [0.03, -0.09, -0.19], [-0.05, -0.02, -0.03], [-0.01, 0.11, -0.06]]}